No. 1
100
Properties=species:S:1:pos:R:3:lowdin_charge:R:1 method="wB97M-V/def2-TZVPD" total_charge=0 orbital_gap_ev=7.6 e_lumo_ev=0.42
O -2.282 2.803 -0.167 0.079
C 2.847 5.381 1.675 -0.440
H -3.930 -4.455 -0.047 0.119
H -0.130 1.786 -0.373 0.094
H 0.957 -2.647 5.280 0.033
H -1.897 -0.332 -1.249 0.044
O 0.530 0.041 0.216 0.023
H -6.560 -3.052 0.050 0.074
H 1.364 -0.232 4.920 0.125
H -6.399 -4.839 -0.003 0.074
H 2.456 -2.718 -3.766 0.123
H 3.959 5.549 3.355 0.090
H 2.464 -1.079 -3.235 0.115
O -2.439 0.812 0.859 0.068
H 3.558 3.759 3.097 0.083
H -0.873 -2.223 0.817 -0.230
H 0.588 5.819 0.426 0.130
H 3.957 -1.576 0.979 0.094
H -0.540 -5.123 2.532 0.067
C -2.537 -0.558 -0.397 -0.099
H -0.821 4.712 2.167 0.079
H 1.985 -0.249 -5.521 0.036
C 0.156 0.726 -3.593 -0.642
H -1.969 -2.990 -2.344 -0.130
O 2.408 -1.607 3.646 -0.100
H -1.756 -1.448 -3.303 0.036
H 2.020 -1.796 -6.297 0.088
H 1.296 -1.718 6.763 0.089
O 0.372 -3.279 -2.144 0.125
H -0.571 2.430 1.109 0.119
C -2.785 1.600 0.006 -0.474
C 1.001 -3.872 3.519 -0.624
H -3.559 0.714 -1.806 0.125
Br -1.374 0.638 -4.815 0.722
H 2.977 -2.722 1.562 0.061
H -4.868 -3.835 -1.404 0.122
H 0.154 3.318 -0.304 -0.005
O 2.148 4.558 0.835 -0.077
Br 2.444 -5.287 3.387 0.592
C 2.548 -0.844 2.517 -0.443
C 1.763 2.078 0.559 -0.088
Br -1.335 -2.701 2.268 0.969
C -0.249 -0.760 -0.628 -0.339
C -0.040 -4.162 2.407 -0.547
H 2.149 2.871 -0.083 0.039
H 0.532 -0.273 -3.370 0.018
O 2.912 6.621 1.527 0.064
H 1.274 2.617 1.370 0.103
C 2.174 -0.960 4.962 -0.150
H -2.098 3.535 2.486 0.086
H -0.269 4.591 -1.470 0.142
C -4.617 -3.667 -0.357 -0.203
C -0.342 -2.190 -0.134 -0.127
H -4.704 0.700 -0.459 0.139
O -2.219 -2.645 -1.431 0.011
H -3.429 0.065 -0.457 -0.006
H 1.910 5.889 -0.649 0.136
H -0.486 3.787 -0.038 -0.052
O -0.698 -0.523 -1.771 -0.104
H -2.252 4.896 1.231 0.092
H -4.230 2.234 -1.253 0.114
H 4.712 4.495 2.113 0.094
C 3.797 4.728 2.657 0.028
C 2.061 -1.732 -4.009 -0.177
H 1.350 1.178 -1.248 -0.032
H 2.534 -2.821 6.019 0.090
C 2.911 -1.675 1.267 0.049
H 1.223 3.641 -1.584 -0.028
H 0.833 2.612 -4.527 0.053
H 2.326 -1.538 0.358 0.070
C -1.629 4.140 1.710 -0.027
C -5.970 -3.910 0.372 -0.063
C 2.385 -1.258 -5.422 -0.044
H 3.075 -0.492 5.360 0.126
O -4.079 -2.358 -0.068 0.022
H 0.478 -4.172 1.448 0.051
H 0.696 -2.520 -0.093 0.089
C -3.887 1.255 -0.919 -0.030
H 0.377 -4.010 4.401 0.053
C -0.009 -2.566 -2.995 -0.543
O 2.434 0.341 2.391 0.090
C -2.884 -2.013 -0.586 -0.327
H -2.130 -0.438 0.607 0.074
H -5.911 -3.992 1.457 0.072
Br 2.436 2.177 -2.585 0.908
H -0.825 -2.754 -0.932 0.054
C 1.281 1.710 -4.110 -0.523
H 2.502 1.367 0.929 0.085
C 1.313 5.179 -0.076 -0.187
O 0.611 -1.857 -3.953 -0.088
C -1.465 -2.490 -3.171 -0.029
H -0.238 1.031 -2.624 0.032
C 0.852 1.319 -0.289 -0.335
H 3.469 -1.277 -5.539 0.084
C -1.139 3.230 0.634 -0.267
C 0.544 4.146 -0.896 -0.128
H -1.794 -3.012 -4.069 0.107
C 1.724 -2.114 5.842 -0.067
H 1.571 -2.951 3.392 -0.017
H 1.821 1.231 -4.926 0.022

=====

No. 2
114
Properties=species:S:1:pos:R:3:lowdin_charge:R:1 method="wB97M-V/def2-TZVPD" total_charge=-2 orbital_gap_ev=5.9 e_lumo_ev=4.06
C 17.126 -19.754 -4.219 -0.042
C 11.549 -18.107 5.557 -0.122
C 12.000 -12.993 -0.530 -0.093
C 19.094 -13.651 -2.190 -0.043
C 16.585 -13.492 -2.828 -0.030
H 16.177 -22.762 1.437 0.029
C 17.369 -17.013 2.157 -0.357
P 12.655 -17.549 1.060 0.951
H 25.027 -17.497 0.596 0.059
H 15.365 -24.093 0.566 0.016
B 19.518 -17.017 -0.725 -0.669
C 12.211 -16.956 5.158 -0.101
H 19.426 -12.684 -2.511 0.082
H 12.929 -13.766 2.596 0.081
H 13.179 -21.478 1.897 0.023
H 10.816 -11.600 -3.397 0.093
C 15.978 -16.834 2.685 -0.040
H 23.986 -16.649 1.770 0.070
C 11.211 -12.212 -1.375 -0.112
O 13.376 -16.674 -4.907 -0.444
H 9.937 -16.295 1.602 0.104
H 16.457 -13.522 0.175 0.084
N 18.175 -18.174 -2.609 0.086
C 19.671 -19.463 -1.588 -0.099
C 11.253 -19.095 4.623 -0.100
C 24.329 -16.680 0.731 -0.055
S 13.900 -17.189 -3.651 -0.027
H 12.637 -12.987 -4.330 0.104
H 14.815 -22.487 -2.567 0.032
H 11.235 -18.228 6.579 0.084
C 13.960 -22.415 -1.873 -0.183
N 17.780 -15.401 -1.724 0.074
H 10.448 -11.566 -0.972 0.085
C 23.129 -16.830 -0.170 -0.372
H 12.446 -16.197 5.889 0.090
N 21.887 -16.779 0.295 0.119
Si 14.527 -21.871 -0.186 0.360
C 8.599 -17.260 0.251 -0.106
H 16.131 -14.137 -3.575 0.068
C 13.876 -13.307 2.326 -0.131
C 17.790 -14.173 -2.242 -0.344
C 11.418 -12.224 -2.742 -0.112
Hg 15.974 -17.202 -1.189 1.020
C 8.432 -18.250 -0.721 -0.103
H 12.628 -22.922 1.062 0.030
O 14.350 -18.575 -3.776 -0.460
C 10.935 -17.845 0.456 -0.415
H 15.628 -15.820 2.465 0.052
C 11.568 -18.882 3.290 -0.105
H 13.272 -21.693 -2.314 0.035
C 12.561 -16.759 3.820 -0.101
C 10.750 -18.860 -0.506 -0.181
H 15.925 -10.836 3.458 0.091
H 16.301 -20.342 -3.781 0.068
H 20.925 -14.685 -1.392 0.116
C 18.458 -17.640 2.809 -0.036
H 15.299 -17.523 2.174 0.037
H 23.977 -17.114 -2.209 0.083
H 19.303 -21.276 -2.766 0.094
H 13.533 -23.410 -1.797 0.017
C 16.278 -12.099 1.753 -0.094
H 16.906 -12.548 -3.279 0.075
H 13.975 -14.436 -2.869 0.050
H 10.779 -20.022 4.921 0.093
C 14.576 -13.760 1.201 -0.343
H 17.248 -11.671 1.515 0.100
H 11.286 -19.633 2.564 0.092
S 12.514 -17.013 -2.223 0.304
C 23.128 -17.028 -1.565 -0.049
O 15.047 -16.334 -3.194 -0.591
C 19.449 -17.657 1.855 -0.090
C 9.497 -19.064 -1.074 -0.091
H 20.452 -18.048 1.928 0.096
C 12.443 -12.984 -3.272 -0.067
C 13.207 -13.800 -2.442 -0.136
C 12.986 -13.838 -1.062 -0.359
C 9.837 -17.065 0.830 -0.107
C 15.541 -11.641 2.837 -0.109
H 15.937 -17.025 3.749 0.070
H 13.113 -15.875 3.529 0.071
C 13.004 -21.891 0.890 -0.195
C 15.823 -13.154 0.975 -0.095
N 17.693 -16.689 0.915 0.068
C 18.127 -19.376 -3.164 -0.364
C 15.726 -19.118 -0.402 -0.228
C 12.221 -17.714 2.860 -0.351
H 7.468 -18.355 -1.205 0.089
N 19.042 -15.690 -1.348 0.010
H 18.539 -17.943 3.830 0.080
H 9.394 -19.812 -1.853 0.102
N 18.981 -17.070 0.719 0.017
C 15.319 -20.255 -0.228 -0.246
H 11.956 -15.381 1.083 0.030
H 13.762 -12.038 4.011 0.091
C 19.856 -14.636 -1.606 -0.068
N 21.077 -17.032 -0.758 -0.028
H 17.612 -20.355 -5.005 0.069
H 7.769 -16.605 0.512 0.092
H 21.310 -17.357 -2.850 0.136
C 15.790 -23.089 0.460 -0.205
P 13.968 -15.046 -0.049 0.946
H 11.849 -12.916 0.547 0.089
C 19.060 -20.230 -2.554 -0.048
N 12.856 -15.835 1.015 -0.429
N 19.111 -18.229 -1.619 -0.012
C 21.804 -17.181 -1.894 -0.097
H 15.845 -13.254 -2.072 0.044
C 14.348 -12.285 3.136 -0.107
H 16.642 -23.142 -0.231 0.026
H 11.606 -19.399 -0.872 0.065
H 16.644 -18.865 -4.614 0.061
H 20.470 -19.694 -0.911 0.112
H 12.180 -21.301 0.440 0.016
H 24.859 -15.755 0.487 0.065

=====

No. 3
14
Properties=species:S:1:pos:R:3:lowdin_charge:R:1 method="wB97M-V/def2-TZVPD" total_charge=0 orbital_gap_ev=9.2 e_lumo_ev=0.51
C 0.534 1.410 -1.262 -0.205
H -2.198 -0.311 -0.780 0.071
H 0.573 0.401 1.856 0.108
N 0.489 2.148 -2.140 0.170
N 0.927 1.001 1.085 0.071
C 0.346 0.583 -0.144 -0.390
N -0.620 -1.500 -0.108 -0.121
H 0.771 2.013 1.174 0.101
H 1.047 -1.262 -1.376 0.094
H 1.580 -1.240 0.175 0.125
H -2.045 -0.148 1.000 0.088
C 0.689 -0.903 -0.439 -0.188
C -1.473 -0.311 0.044 -0.048
H -0.621 -1.880 0.913 0.127

=====

No. 4
23
Properties=species:S:1:pos:R:3:lowdin_charge:R:1 method="wB97M-V/def2-TZVPD" total_charge=0 orbital_gap_ev="7.9 / 8.6" e_lumo_ev="-0.80 / -0.19"
H 2.605 -3.324 1.676 0.014
H -0.071 -0.243 -2.715 0.151
H 0.853 -4.010 1.355 0.088
H 0.070 2.352 -2.462 0.119
H 1.326 -0.423 -1.489 0.090
S 1.485 -1.420 1.192 0.869
C 0.215 -0.305 -1.573 -0.137
O 2.392 -1.443 0.010 -0.541
C -0.681 0.928 0.470 0.056
H -1.183 -1.877 -1.140 0.097
C -0.296 0.992 -0.894 -0.211
H 0.353 -2.453 -1.269 0.110
C -1.281 3.264 0.495 -0.055
N -0.062 -1.669 0.572 -0.192
C -1.010 3.284 -0.862 -0.137
C -0.187 -1.622 -0.860 -0.317
H -1.299 4.138 -1.519 0.119
C -0.444 2.227 -1.510 -0.082
C -1.203 1.933 1.200 -0.063
H -1.461 4.275 0.900 0.102
C 1.559 -3.220 1.814 -0.198
H 1.221 -3.082 2.833 0.022
H -1.622 1.848 2.209 0.098

=====

No. 5
78
Properties=species:S:1:pos:R:3:lowdin_charge:R:1 method="wB97M-V/def2-TZVPD" spin_multiplicity=6 total_charge=+2 orbital_gap_ev="8.1 / 5.1" e_lumo_ev="-6.13 / -9.08" s_squared=8.783
C 1.562 1.208 -2.029 -0.163
H 3.249 -3.329 1.504 0.125
C 0.534 -2.758 -0.497 -0.365
C -2.698 -5.239 1.638 -0.049
C -1.183 3.991 0.298 -0.073
C 2.838 2.079 4.116 -0.046
C -1.588 1.016 2.807 -0.734
C 2.658 3.748 1.871 -0.053
C -2.678 -2.301 -4.059 -0.038
H 1.234 0.952 3.212 0.094
C 3.585 4.031 2.880 -0.044
C 3.978 0.054 -1.112 -0.039
O -1.248 2.199 2.829 0.010
H 2.138 0.383 -3.973 0.131
C 1.909 1.257 -0.659 -0.390
H -2.027 -3.693 -2.523 0.127
H 0.619 1.658 -2.380 0.112
C -2.370 0.347 4.040 -1.465
H 2.542 4.431 1.025 0.114
H 4.338 -0.419 -3.196 0.127
H -4.602 -5.366 2.665 0.125
C -2.164 -3.086 0.674 -0.347
C -3.900 -4.722 2.129 -0.034
C -2.394 -0.301 -2.097 -0.146
C -1.826 -4.427 0.914 -0.068
Cl -1.430 -1.096 4.500 0.627
C -2.220 -2.647 -2.783 -0.076
C 0.616 4.191 -1.321 -0.097
H 2.879 1.440 4.999 0.120
P -1.131 -2.015 -0.311 1.024
C 3.684 3.186 3.990 -0.042
H -2.448 -6.287 1.805 0.120
C 1.865 2.584 1.940 -0.354
H -0.115 -0.611 -2.850 0.149
C -2.939 -0.961 -4.377 -0.038
H 4.236 4.910 2.799 0.124
H 4.423 3.389 4.767 0.122
Fe -0.273 0.060 0.229 0.879
H 0.350 5.689 -2.843 0.120
H -2.994 1.086 -3.652 0.122
C 2.641 -3.251 0.596 -0.053
O -1.367 0.127 1.889 -0.257
H -3.265 -0.678 -5.392 0.128
C -4.220 -3.377 1.915 -0.059
H -1.575 3.531 1.208 0.088
H 4.265 -3.822 -0.712 0.128
C 2.420 -3.492 -1.807 -0.052
C -1.893 4.985 -0.366 -0.049
C 3.642 0.020 -2.477 -0.028
Cl -2.479 1.519 5.361 0.661
C 0.061 3.552 -0.199 -0.339
C -2.018 -1.643 -1.829 -0.424
H 3.294 0.657 0.879 0.118
H -2.301 0.471 -1.318 0.095
C 2.413 0.530 -2.914 -0.064
H 0.043 -0.354 -2.112 0.049
H 0.856 -2.573 1.644 0.118
C -0.086 5.208 -1.967 -0.051
H 1.591 3.880 -1.699 0.111
C 1.924 1.784 3.100 -0.092
H -1.894 6.394 -1.998 0.122
H -0.889 -4.828 0.527 0.109
H -2.880 5.282 0.017 0.126
C 3.095 0.636 -0.205 -0.061
H 2.860 -3.770 -2.778 0.129
C 1.311 -2.849 0.682 -0.099
H -2.819 -3.081 -4.814 0.125
C -1.341 5.601 -1.491 -0.043
P 0.814 2.074 0.562 1.066
C 1.084 -3.099 -1.745 -0.074
C 3.202 -3.546 -0.653 -0.048
C -2.795 0.038 -3.401 -0.059
H 0.466 -3.068 -2.644 0.103
H -5.153 -2.963 2.294 0.115
H 4.927 -0.389 -0.762 0.131
C -3.357 -2.559 1.193 -0.110
Cl -4.005 -0.065 3.421 0.648
H -3.586 -1.510 1.025 0.079

=====

No. 6
6
Properties=species:S:1:pos:R:3:lowdin_charge:R:1 method="wB97M-V/def2-TZVPD" total_charge=0 orbital_gap_ev="7.5 / 9.7" e_lumo_ev="-2.02 / -0.30"
S 1.937 0.447 0.048 0.574
O 0.713 -1.992 -0.059 0.058
H -0.157 -2.448 0.070 0.130
H 0.317 2.657 -0.803 0.100
B 0.491 -0.724 0.004 -0.897
H -0.565 -0.156 0.114 0.034

=====

One value per record, in order, for energy relative to the best compared isomer or geometry (same formula, charge and spin): 598.3, 0.0, 77.9, 145.3, 20.1, 88.1 kcal/mol.
One value per record, in order, for E_tot: -334656.80914, -120012.22929, -8728.30065, -23878.15298, -134534.47820, -13605.29445 eV.